The molecule C5H3NO. Source: the Open Molecules 2025 dataset; level of theory: ωB97M-V/def2-TZVPD.

Last column: natural (NBO) charge in e.
Atoms and positions in Å:
C: -2.3232 -1.2024 -0.1502  -0.1119
C: -1.3281 -0.4224 0.1075  -0.0329
C: -0.0194 0.2022 0.2067  -0.4459
C: 1.1506 -0.4830 1.1052  0.2578
N: 1.7702 -1.0682 1.8991  -0.3078
C: 0.6792 1.1993 -0.8960  0.4351
O: 0.0277 1.3266 -1.9458  -0.4809
H: -3.2290 -1.5366 -0.3869  0.2196
H: -0.0501 1.0113 1.0958  0.2926
H: 1.7120 1.6268 -0.6748  0.1744

Output
F_max ... 0.2160 hartree/bohr
Energy relative to the best compared isomer or geometry (same formula, charge and spin) ... 385.4 kJ/mol
HOMO level ... -10.42 eV
Kohn-Sham gap ... 10.52 eV
Multiplicity ... 1
SMILES ... C#C[C@@H](C#N)C=O

A structure of composition C5H3NO2. Source: the Open Molecules 2025 dataset; level of theory: ωB97M-V/def2-TZVPD.

Last column: natural (NBO) charge in e.
Atoms and positions in Å:
C: -0.5974 1.2682 -0.0784  0.5745
C: -1.3238 0.1533 0.7122  -0.5074
C: -0.2620 -0.7064 0.1968  0.1619
C: 1.5205 -0.2517 -0.9863  0.2085
C: 0.3457 0.3324 -0.4804  -0.3180
H: -2.4444 -0.2474 0.5704  0.2522
H: -1.0235 0.3186 1.7877  0.2473
H: 2.4719 -0.0107 -1.3974  0.2263
N: 0.4139 -1.8153 0.2136  -0.1093
O: -0.6250 2.4770 -0.0292  -0.4880
O: 1.5241 -1.5180 -0.5089  -0.2480

Output
F_max ... 0.1256 hartree/bohr
Energy relative to the best compared isomer or geometry (same formula, charge and spin) ... 307.3 kJ/mol
HOMO level ... -10.40 eV
Kohn-Sham gap ... 9.95 eV
Multiplicity ... 1

The molecule C5H3NO2. Source: the Open Molecules 2025 dataset; level of theory: ωB97M-V/def2-TZVPD.

Last column: natural (NBO) charge in e.
Atoms and positions in Å:
N: 0.3661 -0.4532 -3.1153  -0.2009
C: -0.0980 0.4261 -2.1672  0.2114
C: 0.0937 1.1602 -0.9581  -0.2721
C: 0.0403 0.8625 0.3912  -0.2251
C: -0.4313 -0.2803 1.2521  0.4004
O: -1.0022 -0.1023 2.3003  -0.4238
C: 0.1270 -1.5312 0.9856  0.2734
O: 1.0191 -1.8677 0.0537  -0.4440
H: 0.0340 2.3580 -1.0529  0.2634
H: 0.0708 1.8662 0.9759  0.2397
H: -0.2195 -2.4384 1.3347  0.1776

Output
F_max ... 0.2662 hartree/bohr
Energy relative to the best compared isomer or geometry (same formula, charge and spin) ... 493.5 kJ/mol
HOMO level ... -10.49 eV
Kohn-Sham gap ... 8.24 eV
Multiplicity ... 1
SMILES ... N#C/C=C\C(=O)C=O

A structure of composition C5H3NO2. Source: the Open Molecules 2025 dataset; level of theory: ωB97M-V/def2-TZVPD.

Last column: natural (NBO) charge in e.
Atoms and positions in Å:
C: -0.6617 -0.6521 0.3943  0.3395
C: -1.6421 -0.7408 -0.7467  -0.3677
C: -1.0909 0.1108 -1.6984  0.1487
C: 0.2108 0.4323 0.0852  -0.0073
C: 1.4599 0.6872 0.5089  0.2060
H: 0.2971 -0.4493 2.2342  0.5148
H: -2.4790 -1.5035 -0.9405  0.2659
H: -1.6466 0.4796 -2.7507  0.2333
N: 2.5052 0.7191 1.0129  -0.2824
O: -0.2907 -1.3243 1.5607  -0.6508
O: -0.1297 1.0012 -1.1724  -0.3998

Output
F_max ... 0.1168 hartree/bohr
Energy relative to the best compared isomer or geometry (same formula, charge and spin) ... 297.2 kJ/mol
HOMO level ... -9.07 eV
Kohn-Sham gap ... 8.91 eV
Multiplicity ... 1

A cluster of 2 separate species, C5H3NO2S2 in total. Source: the Open Molecules 2025 dataset; level of theory: ωB97M-V/def2-TZVPD.

Last column: natural (NBO) charge in e.
Atoms and positions in Å:
C: 3.0144 -0.9754 -0.3923  -0.0433
C: -2.6069 0.1957 0.0017  -0.2401
C: -1.4579 1.0414 -0.0392  -0.3859
C: -2.3014 -1.1149 0.1884  -0.4060
C: -0.3726 0.2835 0.1321  -0.0903
N: 2.9783 -2.0784 -0.6887  -0.2435
O: 3.4118 0.9306 1.3913  -0.7942
O: 3.2264 1.5744 -1.0110  -0.7962
S: -0.5968 -1.3850 0.3273  0.4239
S: 2.7591 0.7872 0.1085  1.8552
H: -3.6017 0.5879 -0.0976  0.2318
H: -1.4847 2.1043 -0.1780  0.2466
H: -2.9681 -1.9512 0.2575  0.2421

Output
F_max ... 0.0391 hartree/bohr
Energy relative to the best compared isomer or geometry (same formula, charge and spin) ... 0.0 kJ/mol
HOMO level (alpha / beta) ... -9.90 / -9.61 eV
Kohn-Sham gap (alpha / beta) ... 6.46 / 7.81 eV
Multiplicity ... 1

The molecule C5H3P. Source: the Open Molecules 2025 dataset; level of theory: ωB97M-V/def2-TZVPD.

Last column: Mulliken charge in e.
Atoms and positions in Å:
C: -1.1705 0.7975 0.3134  0.4987
C: -2.3400 0.2099 0.4171  -0.4536
C: 1.1815 0.8012 -0.8104  -0.6609
C: 0.2238 1.0943 0.0661  -0.0140
C: 0.6440 -0.4098 -0.0719  -0.1528
P: -1.1211 -1.1532 -0.3176  0.0709
H: 2.0803 1.1373 -1.3198  0.3275
H: 1.3342 -0.6035 0.8369  0.3155
H: -0.8323 -1.8735 0.8862  0.0686

Output
F_max ... 0.1248 hartree/bohr
Energy relative to the best compared isomer or geometry (same formula, charge and spin) ... 217.9 kJ/mol
HOMO level (alpha / beta) ... -6.90 / -9.71 eV
Kohn-Sham gap (alpha / beta) ... 7.27 / 7.44 eV
Multiplicity ... 3

The molecule C5H4. Source: the Open Molecules 2025 dataset; level of theory: ωB97M-V/def2-TZVPD.

Last column: Mulliken charge in e.
Atoms and positions in Å:
C: 2.0143 0.0804 0.0500  -0.8252
C: 0.5451 -0.1860 -0.0144  0.6356
C: -0.6018 -0.8227 -0.4281  -0.2989
C: -0.4313 0.8046 -0.0365  -0.3801
C: -1.7257 -0.0741 0.1000  -0.2192
H: 2.1953 0.8404 -0.7300  0.2971
H: 2.6015 -0.7664 0.3475  0.3312
H: -2.6018 0.1024 -0.4596  0.2696
H: -1.9955 0.0213 1.1711  0.1899

Output
F_max ... 0.0742 hartree/bohr
Energy relative to the best compared isomer or geometry (same formula, charge and spin) ... 416.7 kJ/mol
HOMO level (alpha / beta) ... -9.01 / -7.65 eV
Kohn-Sham gap (alpha / beta) ... 8.82 / 6.78 eV
Multiplicity ... 1
SMILES ... C=C1C2=C1C2

The molecule C5H4. Source: the Open Molecules 2025 dataset; level of theory: ωB97M-V/def2-TZVPD.

Last column: natural (NBO) charge in e.
Atoms and positions in Å:
C: -1.9939 0.1439 -0.0696  -0.1149
C: -1.4422 1.4056 0.1270  0.0425
C: 0.6435 0.2239 0.1267  -0.2868
C: -1.7404 -1.0377 -0.1210  -0.1362
C: -0.0916 1.3509 -0.1678  -0.3457
H: 0.4296 -0.6094 0.7831  0.1986
H: 1.7308 0.2096 -0.0655  0.1922
H: -1.8194 -2.0048 0.1437  0.2103
H: 0.4823 2.1738 -0.5864  0.2400

Output
F_max ... 0.0571 hartree/bohr
Energy relative to the best compared isomer or geometry (same formula, charge and spin) ... 322.8 kJ/mol
HOMO level (alpha / beta) ... -8.63 / -8.39 eV
Kohn-Sham gap (alpha / beta) ... 7.39 / 7.27 eV
Multiplicity ... 1